1.
12
Properties=species:S:1:pos:R:3:forces:R:3 method="wB97M-V/def2-TZVPD" max_force_ev_per_a=1.11 homo_lumo_gap_ha=0.3977 smiles=N#CCN1CC1 charge=0 lumo_energy_ev=0.97 relative_energy_ev=1.983
N -2.45539 -0.38185 -1.23403 0.913 0.609 0.193
C -1.53222 0.26952 -0.98548 -0.722 -0.568 -0.196
C -0.36898 1.09400 -0.59662 -0.013 0.098 -0.106
N 0.44529 0.56602 0.49259 -0.040 0.131 -0.008
C 1.29081 -0.58262 0.22276 0.195 -0.140 -0.112
C 0.10795 -0.70721 1.10773 -0.138 -0.160 0.152
H 0.26471 1.24187 -1.47808 -0.128 0.012 0.105
H -0.75248 2.07821 -0.30507 0.021 -0.173 -0.021
H 2.29422 -0.51965 0.63843 -0.185 -0.031 -0.070
H 1.22923 -1.05101 -0.76054 -0.056 0.075 0.156
H -0.74213 -1.26147 0.71024 0.132 0.127 0.082
H 0.21901 -0.74581 2.18807 0.020 0.019 -0.175

2.
81
Properties=species:S:1:pos:R:3:forces:R:3 method="wB97M-V/def2-TZVPD" max_force_ev_per_a=11.88 homo_lumo_gap_ha=0.2869 charge=0 lumo_energy_ev=-1.37
C 1.88221 -3.40438 3.16335 -0.147 -0.046 0.904
C 0.71480 -2.25484 3.07852 0.664 3.152 -2.950
I -1.00006 -2.49612 4.48426 1.685 -0.013 -1.257
C 0.74011 -1.06118 2.14106 -0.017 -3.933 3.113
I -0.95494 0.38316 2.23417 1.765 -1.197 -0.425
B 1.97501 -0.86787 1.06997 0.704 0.881 -0.904
O 1.89211 -1.36797 -0.34835 1.751 -2.965 3.463
B 2.65812 -2.66125 -0.27345 -0.042 1.263 0.671
O 2.15241 -3.91928 -0.92217 -3.492 1.850 3.683
C 0.76490 -4.11284 -0.38124 -7.080 -0.657 -3.410
N -0.53935 -4.27985 -0.43745 11.756 1.392 0.982
O 3.89913 -2.64345 0.53112 -2.893 2.282 -1.511
B 4.27764 -1.27749 0.95626 -2.167 -0.334 -0.291
P 6.18783 -0.90204 0.96459 1.749 0.411 2.044
O 6.85654 -2.28418 1.84971 -0.136 0.389 -3.715
Br 6.88826 -0.89788 -1.20871 -0.641 -0.638 0.743
O 3.29551 -0.23106 1.41435 -0.337 -5.019 -2.022
H 2.96010 -2.96558 3.05447 -2.120 -0.586 0.067
H 1.83425 -3.88148 4.24469 0.034 1.026 -2.294
H 1.76235 -4.28987 2.40152 -0.063 1.881 1.334
H 7.30677 -2.85367 1.13199 -0.982 0.865 1.722
C 9.47367 -7.62721 5.39945 -0.170 -0.121 0.138
C 9.57155 -7.95777 3.91838 0.171 -0.008 -0.055
C 10.33189 -6.90153 3.11289 -0.045 -0.019 -0.165
C 9.69595 -5.50581 3.09863 0.025 0.023 0.147
C 8.26056 -5.44600 2.57178 0.096 0.128 0.048
C 8.13544 -5.87955 1.11947 -0.243 -0.038 -0.065
H 8.91638 -6.70222 5.57159 0.073 -0.061 0.023
H 8.95284 -8.43149 5.93028 0.086 0.148 0.013
H 10.46895 -7.52006 5.84165 -0.091 0.041 -0.017
H 8.56751 -8.10544 3.50717 0.058 0.025 -0.024
H 10.09151 -8.91697 3.80975 -0.080 0.086 -0.050
H 10.44523 -7.26008 2.08313 0.008 0.048 0.069
H 11.34912 -6.81306 3.51315 -0.078 -0.021 -0.015
H 10.32590 -4.84604 2.48764 -0.073 -0.055 0.052
H 9.71609 -5.08529 4.11078 0.018 -0.038 -0.085
H 7.90118 -4.41386 2.65894 0.030 -0.151 0.138
H 7.59630 -6.05486 3.19536 0.074 0.052 -0.016
H 8.75569 -5.25243 0.47102 0.021 -0.098 0.001
H 7.09584 -5.78499 0.78656 0.130 -0.051 -0.046
H 8.43379 -6.92213 0.98067 -0.006 0.105 -0.056
C -5.01766 0.82781 1.91550 -0.241 -0.110 0.090
C -4.91978 0.49725 0.43443 0.199 -0.020 -0.060
C -4.15944 1.55349 -0.37106 -0.086 -0.011 -0.164
C -4.79538 2.94921 -0.38532 0.020 0.029 0.143
C -6.23077 3.00902 -0.91217 0.086 0.097 0.027
C -6.35589 2.57547 -2.36448 -0.223 -0.037 -0.092
H -5.57495 1.75279 2.08764 0.079 -0.054 0.027
H -5.53848 0.02353 2.44633 0.109 0.144 0.024
H -4.02238 0.93496 2.35770 -0.080 0.035 0.014
H -5.92382 0.34958 0.02322 0.060 0.029 -0.014
H -4.39982 -0.46195 0.32581 -0.068 0.085 -0.043
H -4.04609 1.19494 -1.40081 0.017 0.049 0.082
H -3.14221 1.64196 0.02920 -0.051 -0.028 -0.022
H -4.16543 3.60897 -0.99631 -0.074 -0.054 0.043
H -4.77523 3.36973 0.62683 0.023 -0.034 -0.066
H -6.59015 4.04115 -0.82501 0.018 -0.092 0.056
H -6.89503 2.40015 -0.28858 0.079 0.045 -0.003
H -5.73564 3.20259 -3.01293 -0.025 -0.082 0.027
H -7.39549 2.67003 -2.69739 0.165 -0.029 -0.044
H -6.05754 1.53289 -2.50328 -0.003 0.084 -0.026
C -8.78469 7.71020 -5.50828 -0.041 0.180 -0.169
C -7.57397 6.80933 -5.69538 -0.034 -0.170 0.039
C -7.19624 6.03494 -4.43039 0.164 -0.043 -0.015
C -6.78307 6.89920 -3.23246 -0.137 0.065 0.010
C -5.60614 7.84460 -3.48251 -0.063 -0.029 0.121
C -4.31475 7.11820 -3.82525 0.190 0.129 -0.086
H -8.59975 8.48642 -4.76057 -0.059 -0.064 -0.044
H -9.03014 8.21038 -6.45140 -0.046 -0.027 0.162
H -9.65838 7.12947 -5.19677 0.061 0.075 0.020
H -6.72507 7.40282 -6.05051 -0.009 -0.055 0.043
H -7.79712 6.08740 -6.48990 0.087 0.060 0.067
H -6.38473 5.33934 -4.67408 -0.061 0.039 0.046
H -8.04579 5.41048 -4.12856 0.047 0.041 -0.035
H -6.53155 6.23285 -2.39691 0.000 0.058 -0.068
H -7.64251 7.49026 -2.89526 0.046 -0.069 -0.027
H -5.44050 8.44023 -2.57705 -0.067 -0.020 -0.100
H -5.84837 8.55826 -4.27802 -0.034 -0.060 0.062
H -4.02795 6.43322 -3.02086 -0.021 0.011 -0.095
H -3.50135 7.83976 -3.96035 -0.052 -0.171 0.009
H -4.40587 6.54500 -4.75175 0.032 0.009 0.081

Looking at M for the records above, in order, we have 82.106; 801.734 Da.